{"formula": "C10H11NO", "method": "the ωB97M-V functional and the def2-TZVPD basis", "total_charge": 0, "gap_ev": 9.70, "energy_ha": -517.4266, "fmax_ev_per_a": 6.56, "relative_energy_kcal_mol": 154.4, "multiplicity": 1, "elements": ["C", "C", "C", "C", "C", "C", "C", "C", "C", "C", "H", "H", "H", "H", "H", "H", "H", "H", "H", "H", "H", "N", "O"], "coordinates": [[0.020, -1.754, 2.817], [0.504, -1.173, 1.474], [-0.050, 0.375, 1.385], [0.197, 0.927, -0.124], [0.434, 2.178, -0.381], [0.066, 2.799, -1.660], [-0.068, 1.964, -2.638], [-0.127, 0.514, -2.536], [-0.134, 0.042, -1.187], [-0.360, -1.510, -1.089], [1.236, -1.831, 3.465], [-0.496, -3.128, 2.639], [-1.061, -1.133, 2.875], [1.715, -1.219, 1.559], [-1.182, 0.125, 1.597], [0.330, 1.017, 2.213], [0.655, 2.926, 0.311], [-0.137, 3.842, -2.093], [-0.337, 2.337, -3.627], [-0.751, -0.041, -3.314], [0.397, -3.018, 0.097], [0.111, -1.940, 0.148], [-0.961, -2.297, -1.933]]}

{"formula": "C10H11NO2S", "method": "the ωB97M-V functional and the def2-TZVPD basis", "total_charge": 0, "smiles": "CSC1=NCO[C@@]1(O)c1ccccc1", "gap_ev": 9.70, "energy_ha": -991.0043, "fmax_ev_per_a": 7.15, "relative_energy_kcal_mol": 18.0, "multiplicity": 1, "elements": ["C", "S", "C", "N", "C", "O", "C", "O", "C", "C", "C", "C", "C", "C", "H", "H", "H", "H", "H", "H", "H", "H", "H", "H", "H"], "coordinates": [[2.334, -2.353, -0.881], [1.502, -1.693, 0.643], [1.551, -0.002, 0.312], [2.300, 0.627, -0.507], [1.930, 1.973, -0.664], [0.841, 2.213, 0.307], [0.494, 1.057, 1.015], [0.703, 1.282, 2.438], [-0.829, 0.483, 0.564], [-1.065, 0.457, -0.832], [-2.262, -0.064, -1.281], [-3.031, -0.847, -0.401], [-2.876, -0.796, 0.939], [-1.661, -0.253, 1.408], [3.362, -2.591, -0.553], [2.307, -1.541, -1.514], [1.656, -3.163, -1.208], [2.819, 2.644, -0.593], [1.460, 2.155, -1.566], [0.396, 2.078, 2.661], [-0.440, 1.182, -1.419], [-2.548, -0.090, -2.389], [-3.984, -1.246, -0.748], [-3.551, -1.300, 1.707], [-1.408, -0.214, 2.563]]}

{"formula": "C10H11NO3", "method": "the ωB97M-V functional and the def2-TZVPD basis", "total_charge": 0, "gap_ev": [7.17, 5.85], "energy_ha": -667.9432, "fmax_ev_per_a": 4.02, "relative_energy_kcal_mol": 143.3, "multiplicity": 1, "elements": ["C", "C", "C", "C", "C", "C", "C", "C", "C", "C", "N", "O", "O", "O", "H", "H", "H", "H", "H", "H", "H", "H", "H", "H", "H"], "coordinates": [[-3.294, 0.764, 0.320], [-2.330, 1.179, -0.674], [-3.089, -0.409, 1.004], [-1.217, 0.403, -0.834], [-1.940, -1.158, 0.820], [-0.935, -0.841, -0.151], [1.309, -1.142, -1.317], [2.390, 0.186, -0.113], [2.406, 1.924, 1.537], [0.263, -1.511, -0.357], [1.043, -0.381, -2.326], [3.439, 0.281, -0.686], [0.483, -2.590, 0.508], [1.800, 0.832, 0.770], [-4.177, 1.539, 0.394], [-2.364, 2.142, -1.114], [-3.896, -0.854, 1.549], [-0.469, 0.752, -1.609], [-2.113, -2.186, 1.234], [1.963, -2.006, -1.371], [3.170, 1.525, 2.276], [1.550, 2.467, 2.065], [2.927, 2.482, 0.818], [1.794, -0.410, -3.000], [1.286, -2.989, 0.256]]}